# 1
Entry from OMol25: a 2-piece molecular cluster, C17H19N overall (the ωB97M-V functional and the def2-TZVPD basis).

Geometry (Å):
1 C 1.083 2.946 0.490
2 C 2.546 0.857 0.951
3 C 2.143 2.289 1.323
4 C 3.622 0.451 1.845
5 C 3.045 2.625 2.313
6 C 2.195 -0.053 -0.038
7 C 2.574 -1.438 0.014
8 C 3.484 -1.755 1.163
9 C 4.024 -0.845 2.044
10 N 4.024 1.556 2.523
11 H 1.639 0.294 -0.894
12 H 2.359 -2.064 -0.731
13 H 3.832 -2.706 1.311
14 H 0.066 2.899 0.940
15 H 1.119 2.353 -0.502
16 H 3.328 3.512 2.847
17 H 4.799 1.580 3.283
18 H 4.548 -1.242 2.886
19 H 1.201 4.077 0.283
20 C -2.370 -2.448 -1.708
21 C -2.546 -2.579 -3.241
22 C -2.802 -1.108 -1.106
23 C -2.534 0.144 -1.678
24 C -3.445 -1.061 0.191
25 C -2.752 1.356 -1.041
26 C -3.766 0.089 0.801
27 C -3.541 1.353 0.112
28 H -2.887 -3.193 -1.080
29 H -1.292 -2.660 -1.521
30 H -3.078 -1.693 -3.778
31 H -2.106 0.041 -2.660
32 H -3.416 -1.901 0.741
33 H -2.334 2.170 -1.508
34 H -4.328 0.208 1.829
35 H -3.880 2.210 0.631
36 H -3.129 -3.484 -3.471
37 H -1.427 -2.783 -3.563

Cartesian forces (eV/Å) of the 2 atoms listed first:
C -0.28 1.02 -1.03
C 1.41 0.71 1.71

Values from the calculation:
SMILES = Cc1c[nH]c2ccccc12.CCc1ccccc1
lowest unoccupied orbital energy = 0.9 eV
energy above the lowest of the compared OMol25 structures with the same formula, charge and spin = 332.1 kJ/mol
largest force on an atom = 8.181 eV/A
HOMO = -7.90 eV

Atom charges from the Mulliken analysis, given in e for atoms 1 to 5: number 1, C, carries -0.931; number 2, C, carries 0.511; number 3, C, carries 0.698; number 4, C, carries 0.127; number 5, C, carries -0.863



# 2
Entry from OMol25: C11H14NP as an isolated structure (the ωB97M-V functional and the def2-TZVPD basis).

Geometry (Å):
1 C -1.536 -3.422 0.620
2 C -2.681 -3.080 -0.061
3 C -0.465 -2.642 0.878
4 C -2.677 -1.811 -0.570
5 C -0.392 -1.352 0.323
6 C 0.646 -0.352 0.185
7 C -1.500 -1.036 -0.408
8 C 0.087 0.582 -0.597
9 C 2.011 -0.433 0.791
10 C 2.425 2.611 -0.842
11 C -0.154 3.295 0.334
12 N -1.164 0.208 -0.978
13 P 0.616 2.773 -1.198
14 H -1.433 -4.423 0.962
15 H -3.568 -3.648 -0.100
16 H 0.384 -3.082 1.245
17 H -3.606 -1.444 -1.121
18 H 2.781 -0.368 0.100
19 H 2.302 0.341 1.518
20 H 2.257 -1.446 1.254
21 H 2.552 2.151 0.129
22 H 2.881 3.595 -0.887
23 H 2.862 2.091 -1.771
24 H -0.009 2.467 0.983
25 H -1.254 3.464 0.332
26 H 0.297 4.284 0.695
27 H -1.663 0.676 -1.815

Cartesian forces (eV/Å) of the 2 atoms listed first:
C 0.18 -2.05 0.96
C 0.27 2.06 0.00

Values from the calculation:
lowest unoccupied orbital energy = 0.7 eV
energy above the lowest of the compared OMol25 structures with the same formula, charge and spin = 139.5 kJ/mol
largest force on an atom = 4.377 eV/A
HOMO = -7.69 eV

Atom charges from the Mulliken analysis, given in e for atoms 1 to 5: number 1, C, carries -0.542; number 2, C, carries -0.589; number 3, C, carries -0.708; number 4, C, carries -0.670; number 5, C, carries 1.037



# 3
Entry from OMol25: a 3-piece molecular cluster, C3H12NOS2 overall (the ωB97M-V functional and the def2-TZVPD basis).

Geometry (Å):
1 N 1.398 -1.530 1.112
2 C 1.895 -0.779 -0.026
3 C 2.596 -1.740 -0.990
4 C 0.645 -0.264 -0.777
5 S -0.451 0.734 0.282
6 S -3.880 -0.151 -0.473
7 H 0.624 -1.111 1.562
8 H -4.396 0.836 -1.300
9 H 2.239 -1.510 1.822
10 H 2.635 -0.011 0.256
11 H 1.941 -2.592 -1.122
12 H 3.471 -2.040 -0.343
13 H 3.020 -1.408 -1.995
14 H 0.032 -1.222 -1.014
15 H 0.786 0.334 -1.785
16 H -2.665 0.249 -0.908
17 H 1.404 2.048 1.384
18 H 2.292 3.458 1.420
19 O 2.166 2.632 1.007

Cartesian forces (eV/Å) of the 2 atoms listed first:
N 4.01 -0.41 1.13
C -0.44 0.31 -0.67

Values from the calculation:
lowest unoccupied orbital energy = -9.4 eV
charge = +1
energy above the lowest of the compared OMol25 structures with the same formula, charge and spin = 624.8 kJ/mol
largest force on an atom = 4.445 eV/A
HOMO = -13.76 eV

Atom charges from the Mulliken analysis, given in e for atoms 1 to 5: number 1, N, carries -0.578; number 2, C, carries 0.462; number 3, C, carries -1.217; number 4, C, carries -0.852; number 5, S, carries 0.120



# 4
Entry from OMol25: C15H19I2N3O4SiV as an isolated structure (the ωB97M-V functional and the def2-TZVPD basis).

Geometry (Å):
1 V 0.670 0.034 0.589
2 O 2.690 -5.760 0.677
3 C 2.932 -4.744 1.557
4 O 3.966 -4.904 2.207
5 C 1.937 -3.682 1.782
6 C 0.648 -3.950 1.923
7 N -0.141 -2.840 1.741
8 N 0.645 -1.814 1.392
9 C 1.897 -2.348 1.397
10 C 3.009 -1.545 0.884
11 O 4.210 -1.883 1.007
12 O 2.654 -0.336 0.484
13 H 1.976 -5.515 0.071
14 H 0.203 -4.946 2.068
15 H -1.131 -2.919 1.532
16 I 5.114 2.900 1.968
17 C 3.248 3.266 2.729
18 I 1.019 1.695 2.492
19 H 2.852 4.119 2.185
20 H 3.262 3.110 3.827
21 C -0.083 3.441 -1.773
22 Si -0.221 1.572 -1.898
23 C 1.555 1.002 -2.143
24 C -1.372 1.028 -3.299
25 N -0.766 0.628 -0.471
26 C -2.136 0.705 -0.233
27 C -2.844 -0.327 0.488
28 C -4.197 -0.371 0.513
29 C -4.945 0.658 -0.045
30 C -4.280 1.799 -0.473
31 C -2.910 1.822 -0.670
32 H -0.638 3.965 -2.578
33 H 0.999 3.649 -1.811
34 H -0.464 3.795 -0.808
35 H 1.503 0.317 -2.968
36 H 2.021 0.398 -1.317
37 H 2.218 1.781 -2.438
38 H -1.465 -0.057 -3.134
39 H -0.937 1.223 -4.273
40 H -2.415 1.445 -3.249
41 H -2.249 -1.101 1.039
42 H -4.745 -1.234 0.938
43 H -6.011 0.551 0.007
44 H -4.816 2.696 -0.773
45 H -2.462 2.678 -1.143

Cartesian forces (eV/Å) of the 2 atoms listed first:
V 2.87 -0.98 0.95
O -1.24 1.67 0.02

Values from the calculation:
lowest unoccupied orbital energy (spin up / spin down) = -13.5 / -13.4 eV
charge = +3
largest force on an atom = 6.435 eV/A
HOMO (spin up / spin down) = -17.63 / -17.63 eV

Atom charges from the Mulliken analysis, given in e for atoms 1 to 5: number 1, V, carries 0.780; number 2, O, carries -0.392; number 3, C, carries 0.294; number 4, O, carries -0.449; number 5, C, carries -0.020



Question: What is the largest force on an atom in the third record?
Answer: 4.445 eV/A